[1]
A 2-piece molecular cluster, C5H12O overall, computed with the ωB97M-V functional and the def2-TZVPD basis.

* frontier orbital gap (alpha / beta): 8.3 / 8.3 eV
* charge: 0
* relative energy (zero: lowest compared OMol25 entry of this formula, charge and spin): 91.42 kcal per mole
* DFT total energy: -272.8030 a.u.
* highest occupied orbital energy (alpha / beta): -7.5071 / -7.4902 eV

CARTESIAN COORDINATES (ANGSTROEM)
C: -2.6534 0.3143 -0.5507
C: -1.1308 0.4319 -0.5533
C: -0.5591 0.5743 0.8550
C: 1.9133 -1.7105 0.4753
O: 2.6845 -0.6733 0.5243
C: 2.7514 0.3425 -0.2803
H: -2.9763 -0.5524 0.0388
H: -3.0574 0.2023 -1.5628
H: -3.1100 1.2053 -0.1035
H: -0.8281 1.2945 -1.1615
H: -0.6977 -0.4531 -1.0404
H: -0.9728 1.4615 1.3497
H: -0.8110 -0.2970 1.4701
H: 2.0391 -2.4195 1.2778
H: 1.2249 -1.8250 -0.3554
H: 3.5107 1.0696 -0.0413
H: 0.5319 0.6846 0.8360
H: 2.1408 0.3500 -1.1776



[2]
One molecule with the formula C5H12O at a distorted geometry, computed with the ωB97M-V functional and the def2-TZVPD basis.

* frontier orbital gap: 11.3 eV
* charge: 0
* SMILES: CC(C)CCO
* relative energy (zero: lowest compared OMol25 entry of this formula, charge and spin): 29.04 kcal per mole
* DFT total energy: -272.9024 a.u.
* highest occupied orbital energy: -10.2855 eV

CARTESIAN COORDINATES (ANGSTROEM)
C: -1.0811 0.8398 -1.0730
C: -0.6154 -0.3801 -0.3103
C: -1.8371 -0.9500 0.7077
C: 0.6067 -0.0960 0.5666
C: 1.8817 0.2264 -0.1928
O: 2.9226 0.4065 0.7504
H: -0.4238 1.6645 -1.3511
H: -1.5750 1.1342 -0.1431
H: -1.8344 0.7228 -1.8513
H: -0.4381 -1.1778 -1.0206
H: -2.1025 -0.2560 1.5379
H: -1.4829 -1.8846 1.1712
H: -2.7818 -1.1890 0.1802
H: 0.4006 0.7337 1.2592
H: 0.7866 -0.9823 1.1819
H: 1.7430 1.1336 -0.7976
H: 2.1083 -0.5989 -0.8849
H: 3.7224 0.6533 0.2697



[3]
A 2-piece molecular cluster, C5H12O overall at a distorted geometry, computed with the ωB97M-V functional and the def2-TZVPD basis.

* frontier orbital gap: 11.1 eV
* charge: 0
* SMILES: CC=O.CCC
* relative energy (zero: lowest compared OMol25 entry of this formula, charge and spin): 39.87 kcal per mole
* DFT total energy: -272.8851 a.u.
* highest occupied orbital energy: -9.9921 eV

CARTESIAN COORDINATES (ANGSTROEM)
C: -1.7814 4.5455 -1.0723
C: -0.4151 5.1338 -1.5397
O: 0.6389 4.8953 -1.0382
H: -1.5304 3.5105 -0.7952
H: -2.6279 4.4897 -1.7951
H: -2.2690 5.0462 -0.2282
H: -0.4616 5.9308 -2.3244
C: 0.6071 -3.1345 1.2906
C: 0.0241 -4.5452 1.2711
C: 0.9624 -5.7442 0.8773
H: 0.2665 -2.6138 0.4020
H: 1.6965 -3.0953 1.2096
H: 0.3014 -2.8259 2.2855
H: -0.6005 -4.6644 0.3968
H: -0.7070 -4.8716 2.0552
H: 0.4092 -6.5990 0.4779
H: 1.5378 -5.3584 -0.0027
H: 1.7377 -5.9709 1.6091



[4]
A 2-piece molecular cluster, C5H12O overall, computed with the ωB97M-V functional and the def2-TZVPD basis.

* frontier orbital gap (alpha / beta): 7.5 / 7.5 eV
* charge: 0
* relative energy (zero: lowest compared OMol25 entry of this formula, charge and spin): 109.90 kcal per mole
* DFT total energy: -272.7735 a.u.
* highest occupied orbital energy (alpha / beta): -7.4490 / -7.4469 eV

CARTESIAN COORDINATES (ANGSTROEM)
C: -0.5075 0.8866 -0.8784
C: -0.6519 -0.5963 -0.5765
C: -1.9797 -1.0348 0.0386
C: 0.5623 -0.8117 0.3150
C: 1.6648 -0.1254 -0.4260
O: 1.9039 1.9413 -0.4311
H: -0.9728 1.2111 -1.8175
H: 0.9209 1.6855 -0.7134
H: -0.9190 1.4857 -0.0510
H: -0.4922 -1.1696 -1.5035
H: -2.1590 -0.5013 0.9807
H: -2.0042 -2.1122 0.2473
H: -2.8120 -0.8021 -0.6345
H: 0.3973 -0.3180 1.2824
H: 0.8541 -1.8541 0.5410
H: 1.7082 -0.3192 -1.4932
H: 2.6386 -0.0805 0.0539
H: 2.3679 2.1494 -1.2593



[5]
One molecule with the formula C5H12O at a distorted geometry, computed with the ωB97M-V functional and the def2-TZVPD basis.

* frontier orbital gap: 10.0 eV
* charge: 0
* SMILES: COC(C)(C)C
* relative energy (zero: lowest compared OMol25 entry of this formula, charge and spin): 43.63 kcal per mole
* DFT total energy: -272.8791 a.u.
* highest occupied orbital energy: -9.0093 eV

CARTESIAN COORDINATES (ANGSTROEM)
C: 1.9678 -0.2697 -0.1320
O: 0.9489 0.5367 0.3422
C: -0.4170 0.2163 0.0981
C: -0.4892 1.1292 -1.2291
C: -0.7622 -1.2693 -0.1994
C: -0.9413 0.4525 1.5672
H: 2.6945 0.3515 -0.6670
H: 1.6404 -1.0763 -0.7982
H: 2.4191 -0.6948 0.7637
H: 0.5169 1.2515 -1.7031
H: -1.0951 0.6753 -2.0096
H: -0.7908 2.1576 -1.0264
H: -0.6155 -1.5319 -1.2496
H: -0.1732 -1.9569 0.4222
H: -1.8137 -1.4942 0.0340
H: -0.2804 -0.1775 2.1927
H: -0.7824 1.4732 1.9203
H: -1.9608 0.1357 1.8169



[6]
One molecule with the formula C5H12O at a distorted geometry, computed with the ωB97M-V functional and the def2-TZVPD basis.

* frontier orbital gap: 10.8 eV
* charge: 0
* SMILES: CC[C@@H](C)OC
* relative energy (zero: lowest compared OMol25 entry of this formula, charge and spin): 30.87 kcal per mole
* DFT total energy: -272.8995 a.u.
* highest occupied orbital energy: -9.6894 eV

CARTESIAN COORDINATES (ANGSTROEM)
C: -1.3583 -2.0508 0.5382
C: -1.2181 -0.5147 0.3937
C: 0.0810 0.1051 -0.1846
C: -0.1681 1.5978 -0.8130
O: 1.0305 0.0703 0.8552
C: 2.1834 0.7239 0.4042
H: -1.2282 -2.5819 -0.4123
H: -0.6720 -2.4950 1.2687
H: -2.3740 -2.2953 0.8889
H: -1.3694 -0.0802 1.3915
H: -2.0369 -0.1666 -0.2397
H: 0.4628 -0.5375 -1.0023
H: -0.5913 1.4516 -1.8084
H: 0.6104 2.3691 -1.0273
H: -0.8676 2.1495 -0.1794
H: 2.7374 0.1259 -0.3368
H: 1.8353 1.6219 -0.1014
H: 2.8152 0.9689 1.2574



[7]
One molecule with the formula C5H12O2, computed with the ωB97M-V functional and the def2-TZVPD basis.

* frontier orbital gap: 10.9 eV
* charge: 0
* SMILES: CC[C@@H](O)[C@@H](C)O
* relative energy (zero: lowest compared OMol25 entry of this formula, charge and spin): 14.64 kcal per mole
* DFT total energy: -348.1815 a.u.
* highest occupied orbital energy: -10.1075 eV

CARTESIAN COORDINATES (ANGSTROEM)
C: 2.2791 0.3683 1.4052
C: 0.7737 0.4268 1.1802
C: 0.3433 -0.1116 -0.1823
O: 0.6504 -1.4865 -0.3273
C: -1.1439 0.1720 -0.4182
C: -1.5780 -0.0766 -1.8609
O: -1.8485 -0.6174 0.5294
H: 2.6448 -0.6589 1.3150
H: 2.8073 0.9754 0.6587
H: 2.5418 0.7519 2.3973
H: 0.2326 -0.1392 1.9509
H: 0.4236 1.4630 1.2689
H: 0.9140 0.3909 -0.9745
H: 0.1904 -1.9477 0.3884
H: -1.2991 1.2416 -0.2036
H: -2.6272 -0.4014 -1.9237
H: -1.5074 0.8735 -2.4031
H: -0.9533 -0.8331 -2.3500
H: -2.7801 -0.6047 0.2831



[8]
One molecule with the formula C5H12O2 at a distorted geometry, computed with the ωB97M-V functional and the def2-TZVPD basis.

* frontier orbital gap: 10.3 eV
* charge: 0
* SMILES: CC(C)(O)CCO
* relative energy (zero: lowest compared OMol25 entry of this formula, charge and spin): 38.05 kcal per mole
* DFT total energy: -348.1442 a.u.
* highest occupied orbital energy: -9.5265 eV

CARTESIAN COORDINATES (ANGSTROEM)
C: -0.1237 0.6500 1.5982
C: 0.6269 0.1649 0.3773
C: 1.0256 -1.2980 0.4510
O: 1.9770 1.0804 0.3195
C: 0.1040 0.6510 -0.9230
C: -1.2465 -0.2830 -1.2267
O: -2.3462 0.1314 -0.4598
H: -1.1981 0.5500 1.4831
H: 0.1929 0.1267 2.4977
H: 0.0914 1.7057 1.7477
H: 1.7599 -1.4165 1.2462
H: 0.1658 -1.9177 0.6983
H: 1.4574 -1.6416 -0.4887
H: 2.6221 0.6950 -0.2847
H: 0.7786 0.4618 -1.7566
H: -0.2410 1.6799 -0.8663
H: -1.0865 -1.3571 -1.0931
H: -1.4310 -0.1312 -2.2984
H: -3.1285 0.1482 -1.0217



[9]
One molecule with the formula C5H12O2, computed with the ωB97M-V functional and the def2-TZVPD basis.

* frontier orbital gap: 8.5 eV
* charge: 0
* relative energy (zero: lowest compared OMol25 entry of this formula, charge and spin): 107.86 kcal per mole
* DFT total energy: -348.0329 a.u.
* highest occupied orbital energy: -7.7604 eV

CARTESIAN COORDINATES (ANGSTROEM)
C: 2.5283 -0.9774 -0.1922
O: 1.1060 -0.1858 0.3001
C: -0.2183 -0.4233 -0.2854
C: -0.6629 -1.8505 -0.0249
C: -1.1930 0.6193 0.2517
C: -0.7790 2.0693 -0.0021
O: 0.3035 2.4857 0.7970
H: 2.0572 -1.8684 -0.6589
H: 1.1178 -0.4402 1.2345
H: 2.7478 -0.3102 -1.0491
H: -0.0348 -0.2621 -1.3532
H: -0.8292 -2.0145 1.0469
H: 0.0831 -2.5657 -0.3798
H: -1.6053 -2.0495 -0.5444
H: -1.3288 0.4747 1.3327
H: -2.1684 0.4322 -0.2175
H: -0.5696 2.2091 -1.0763
H: -1.6137 2.7305 0.2509
H: 1.0594 1.9270 0.5699



[10]
One molecule with the formula C5H12O2, computed with the ωB97M-V functional and the def2-TZVPD basis.

* frontier orbital gap: 10.8 eV
* charge: 0
* SMILES: CCOCCOC
* relative energy (zero: lowest compared OMol25 entry of this formula, charge and spin): 39.46 kcal per mole
* DFT total energy: -348.1419 a.u.
* highest occupied orbital energy: -9.7362 eV

CARTESIAN COORDINATES (ANGSTROEM)
C: 2.6347 0.8091 0.1369
C: 2.3495 -0.5237 -0.5497
O: 0.9890 -0.7249 -0.8666
C: 0.1103 -0.7678 0.2347
C: -1.2747 -0.4246 -0.2898
O: -2.0447 0.0449 0.7903
C: -3.2749 0.5767 0.3730
H: 2.0918 0.9077 1.0825
H: 2.3537 1.6454 -0.5120
H: 3.7042 0.8884 0.3596
H: 2.7401 -1.3581 0.0524
H: 2.8656 -0.5631 -1.5125
H: 0.1334 -1.7532 0.7266
H: 0.3542 -0.0097 0.9883
H: -1.1523 0.3629 -1.0511
H: -1.7559 -1.2911 -0.7742
H: -3.9244 -0.1936 -0.0726
H: -3.1353 1.3782 -0.3712
H: -3.7643 0.9965 1.2555



What did the fourth record say?
A 2-piece molecular cluster, C5H12O overall, computed with the ωB97M-V functional and the def2-TZVPD basis.

* frontier orbital gap (alpha / beta): 7.5 / 7.5 eV
* charge: 0
* relative energy (zero: lowest compared OMol25 entry of this formula, charge and spin): 109.90 kcal per mole
* DFT total energy: -272.7735 a.u.
* highest occupied orbital energy (alpha / beta): -7.4490 / -7.4469 eV

CARTESIAN COORDINATES (ANGSTROEM)
C: -0.5075 0.8866 -0.8784
C: -0.6519 -0.5963 -0.5765
C: -1.9797 -1.0348 0.0386
C: 0.5623 -0.8117 0.3150
C: 1.6648 -0.1254 -0.4260
O: 1.9039 1.9413 -0.4311
H: -0.9728 1.2111 -1.8175
H: 0.9209 1.6855 -0.7134
H: -0.9190 1.4857 -0.0510
H: -0.4922 -1.1696 -1.5035
H: -2.1590 -0.5013 0.9807
H: -2.0042 -2.1122 0.2473
H: -2.8120 -0.8021 -0.6345
H: 0.3973 -0.3180 1.2824
H: 0.8541 -1.8541 0.5410
H: 1.7082 -0.3192 -1.4932
H: 2.6386 -0.0805 0.0539
H: 2.3679 2.1494 -1.2593